Entry 1:
Here is a molecular structure, C21H30CuO4S2Si at a distorted geometry from the Open Molecules 2025 dataset. Energies are from ωB97M-V/def2-TZVPD.

Values from the calculation:
Net charge   -1
Frontier orbital gap   5.8 eV
Energy above the lowest of the compared OMol25 structures with the same formula, charge and spin   34.0 kcal/mol

Each line ends with the natural charge from an NBO analysis.
Positions of all 59 atoms, in Å:
Cu -1.22400 -1.33941 -0.56926  0.73
O 0.95818 -0.78070 -0.41496  -0.98
S 2.08284 0.17763 -0.60304  1.25
C 1.88236 1.56387 0.62943  -0.59
C 1.91293 3.03110 0.18922  -0.43
C 1.12574 3.94205 1.15756  -0.41
C -0.25029 4.32937 0.64268  -0.59
S -1.48434 3.02653 0.15502  1.29
O -0.75901 2.25929 -0.88300  -1.00
C -1.47604 2.05108 1.68062  -0.32
C -1.62188 2.63975 2.93067  -0.21
C -1.72467 1.84093 4.06043  -0.26
C -1.71377 0.45751 3.94021  -0.22
C -1.58860 -0.12590 2.68569  -0.15
C -1.46973 0.67007 1.55725  -0.15
C 1.81253 1.04067 -2.16119  -0.16
C 2.81425 1.84700 -2.68543  -0.26
C 2.64815 2.40680 -3.94179  -0.22
C 1.49672 2.14066 -4.67328  -0.22
C 0.51140 1.31796 -4.14496  -0.20
C 0.66919 0.75751 -2.88576  -0.19
H 2.68513 1.38097 1.34588  0.21
H 0.93558 1.30150 1.09107  0.26
H 1.49008 3.14601 -0.80636  0.24
H 2.95591 3.35384 0.15471  0.19
H 1.67303 4.87711 1.30426  0.21
H 1.05425 3.45886 2.13626  0.22
H -0.14811 4.84305 -0.31710  0.22
H -0.76726 5.00645 1.32778  0.21
H -1.64976 3.71818 3.03212  0.20
H -1.81497 2.29846 5.03819  0.20
H -1.81650 -0.16478 4.82048  0.20
H -1.59189 -1.20296 2.57689  0.22
H -1.38486 0.22220 0.57055  0.22
H 3.71481 2.04133 -2.11314  0.21
H 3.41965 3.04445 -4.35566  0.20
H 1.37443 2.56801 -5.66075  0.21
H -0.38285 1.10562 -4.71655  0.22
H -0.08943 0.11868 -2.44559  0.25
C -4.20625 -1.87870 -0.32596  -0.73
C -3.07374 -0.90225 -0.00257  0.14
O -3.40090 0.00549 0.77748  -0.68
H -5.15008 -1.54277 0.11563  0.19
H -3.92797 -2.85898 0.07233  0.22
H -4.31186 -1.98640 -1.40925  0.21
C 2.10212 -4.31897 -0.92625  -1.14
Si 0.33871 -4.20993 -0.21206  1.93
C 0.59031 -3.93663 1.65869  -1.14
C -0.37108 -5.97554 -0.33319  -1.13
O -0.57830 -3.13516 -0.90565  -1.39
H 2.65440 -5.17086 -0.51589  0.21
H 2.66108 -3.40771 -0.69362  0.22
H 2.08053 -4.42303 -2.01473  0.22
H 1.31890 -4.62618 2.09712  0.21
H -0.35613 -4.06162 2.19378  0.22
H 0.94104 -2.91524 1.83994  0.23
H 0.32245 -6.71856 0.07588  0.21
H -0.58537 -6.25548 -1.36851  0.22
H -1.30706 -6.05225 0.22768  0.22

Cartesian forces, eV/Å:
Cu -0.61 -0.93 -0.19
O 0.16 0.32 0.14
S 0.31 0.47 -0.10
C -0.06 -0.13 -0.31
C 0.05 -0.10 0.02
C 0.04 -0.45 -0.02
C -0.70 0.00 -0.13
S 0.73 0.38 1.05
O -0.06 -0.50 -0.44
C 0.12 0.05 0.07
C -0.01 0.12 0.11
C -0.04 0.36 0.09
C 0.07 -0.32 -0.50
C 0.48 0.08 0.91
C 0.25 0.70 -0.18
C 0.00 -0.24 0.04
C -0.02 -0.03 0.07
C 0.01 0.05 -0.03
C -0.02 -0.03 0.04
C 0.04 0.00 -0.04
C -0.08 -0.01 0.10
H -0.09 -0.09 0.08
H -0.14 -0.02 0.03
H 0.06 -0.06 -0.01
H -0.01 0.07 -0.08
H 0.01 0.00 0.03
H -0.06 0.09 0.01
H -0.01 0.12 0.03
H 0.04 0.00 0.00
H -0.02 0.05 0.05
H -0.02 0.04 -0.02
H 0.02 -0.01 0.02
H -0.01 0.00 -0.06
H 0.62 0.31 0.26
H 0.02 -0.02 -0.01
H 0.00 -0.01 0.01
H -0.01 0.01 0.00
H -0.01 0.00 0.02
H 0.03 0.03 -0.06
C 0.15 0.07 -0.14
C -0.42 0.39 0.17
O -1.05 -0.56 -0.82
H 0.03 -0.01 0.00
H 0.00 -0.02 -0.08
H 0.05 -0.07 0.03
C -0.11 0.03 0.00
Si 0.41 -0.45 0.35
C -0.04 0.11 -0.12
C 0.05 0.05 -0.03
O -0.09 0.05 -0.29
H -0.01 0.01 0.01
H -0.02 0.01 0.00
H -0.02 0.00 0.00
H -0.01 -0.03 -0.04
H 0.00 0.01 0.00
H -0.01 -0.02 -0.01
H 0.00 0.03 0.01
H 0.01 0.04 -0.01
H -0.01 0.03 -0.01

Entry 2:
Here is C9H15NOS in the gas phase at a distorted geometry from the Open Molecules 2025 dataset. Energies are from ωB97M-V/def2-TZVPD.

Values from the calculation:
Frontier orbital gap   9.5 eV
Energy above the lowest of the compared OMol25 structures with the same formula, charge and spin   47.1 kcal/mol

Each line ends with the natural charge from an NBO analysis.
Positions of all 27 atoms, in Å:
C -3.48825 -0.77881 0.39164  -0.63
C -2.27398 -1.70482 0.47905  -0.40
C -1.02116 -0.92529 0.83070  -0.42
C -0.33885 -0.25681 -0.37995  -0.46
C 0.83886 0.50025 0.07020  -0.05
C 0.63429 1.58941 1.05296  0.39
O 0.82082 1.47229 2.24096  -0.50
C 1.51281 1.08668 -1.18190  -0.44
C 2.78719 1.86082 -0.83937  -0.65
S 2.17982 -0.78027 1.05968  0.24
C 2.45389 -1.74778 -0.28829  0.02
N 2.43743 -2.53903 -1.13617  -0.33
H -4.46936 -1.26580 0.16853  0.22
H -3.73654 -0.11278 1.19252  0.22
H -3.53830 -0.04761 -0.47626  0.20
H -1.98312 -2.34524 -0.33117  0.22
H -2.49018 -2.53282 1.35025  0.20
H -0.39213 -1.50551 1.39948  0.22
H -1.18411 -0.18529 1.58400  0.20
H -1.13262 0.30189 -0.93360  0.25
H 0.06819 -1.03375 -1.25531  0.24
H 0.20763 2.55265 0.68232  0.14
H 0.73201 1.97000 -1.52655  0.22
H 1.69471 0.27370 -1.87665  0.25
H 2.74407 2.79701 -0.21944  0.22
H 3.37678 2.20494 -1.82913  0.23
H 3.56013 1.15196 -0.22854  0.23

Cartesian forces, eV/Å:
C -1.96 0.17 -2.95
C -0.64 -1.02 3.38
C -0.98 0.57 -1.28
C -0.90 -3.07 -1.22
C 2.44 -0.07 -1.10
C -0.72 0.24 1.63
O 0.19 0.09 -0.44
C -0.84 3.12 1.02
C 3.95 -0.42 -0.63
S -1.17 1.62 -0.84
C -0.66 -0.91 -0.28
N 0.38 0.62 0.19
H 0.81 -0.36 0.42
H 0.61 -0.05 1.16
H 0.93 -0.77 0.55
H -0.67 -0.04 -1.02
H 0.47 2.11 -1.83
H 1.95 -1.90 0.56
H -0.82 1.07 0.27
H 0.91 0.25 0.45
H -1.12 1.59 2.45
H 0.20 -0.37 -0.29
H 1.62 -2.62 0.18
H -0.17 0.34 -0.44
H -0.64 -0.93 -0.52
H -1.39 -0.89 2.16
H -1.78 1.64 -1.59

Entry 3:
Here is 11 unconnected molecules or ions with the total composition C30H48Cl6O31S4 at a distorted geometry from the Open Molecules 2025 dataset. Energies are from ωB97M-V/def2-TZVPD.

Values from the calculation:
Frontier orbital gap   10.4 eV
Energy above the lowest of the compared OMol25 structures with the same formula, charge and spin   17.9 kcal/mol

Each line ends with the Löwdin charge.
Positions of all 119 atoms, in Å:
C 4.12489 3.44634 0.53172  -0.02
C 4.36625 3.63696 2.02460  -0.27
C 4.42568 5.05711 2.49067  -0.17
O 3.67926 5.11176 3.61493  0.10
C 3.08459 3.91689 3.84420  -0.48
O 2.46910 3.62704 4.91543  0.07
O 3.24841 3.08151 2.80559  0.09
H 3.88320 2.43615 0.20128  0.07
H 4.99785 3.69899 -0.07012  0.09
H 3.44497 4.15799 0.06335  0.09
H 5.25092 3.06343 2.30124  0.16
H 4.04636 5.64835 1.65721  0.13
H 5.47620 5.32816 2.59570  0.15
C -2.45882 0.13946 -6.82050  0.00
C -2.68385 -1.17517 -6.03170  -0.27
C -2.09828 -2.38431 -6.81003  -0.07
O -1.44346 -3.12851 -5.78349  0.06
C -1.09255 -2.26862 -4.81500  -0.64
O -0.30624 -2.48642 -3.94897  0.11
O -1.68715 -1.15070 -5.06139  0.05
H -2.74822 1.10794 -6.41259  0.08
H -2.70269 0.07386 -7.88084  0.09
H -1.37513 0.24331 -6.87467  0.08
H -3.64500 -1.33912 -5.54445  0.15
H -1.28317 -2.19528 -7.50858  0.14
H -2.88584 -3.02152 -7.21228  0.14
C -2.73323 -6.06566 2.72349  0.00
C -2.92448 -6.32431 4.22579  -0.29
C -1.60198 -6.51297 4.98513  -0.15
O -1.61839 -5.59854 5.99304  0.07
C -2.77821 -4.81789 5.87930  -0.49
O -3.10223 -3.79331 6.52713  0.10
O -3.55090 -5.35636 5.01792  0.13
H -1.95718 -6.70313 2.29985  0.08
H -2.34490 -5.04928 2.65812  0.09
H -3.62728 -6.28779 2.14089  0.09
H -3.53014 -7.23034 4.24555  0.15
H -0.68249 -6.33314 4.42809  0.13
H -1.40949 -7.52987 5.32715  0.13
C 4.71709 -3.95112 -0.67155  0.00
C 3.39496 -3.10362 -0.64235  -0.29
C 2.11721 -3.69804 -0.00997  -0.13
O 1.90481 -3.17021 1.20539  0.14
C 2.63905 -2.17729 1.39115  -0.54
O 2.48184 -1.39817 2.31047  0.15
O 3.61943 -2.13071 0.35996  0.04
H 5.70219 -3.50747 -0.52714  0.09
H 4.67115 -4.60342 -1.54361  0.08
H 4.57078 -4.63158 0.16730  0.08
H 3.11365 -2.71954 -1.62288  0.13
H 2.31700 -4.76928 0.01497  0.14
H 1.28249 -3.57364 -0.69980  0.14
C -0.32732 4.14074 2.27160  -0.03
C -1.86718 4.07307 2.27458  -0.26
C -2.63210 5.27111 2.80079  -0.11
O -3.57721 5.43912 1.75826  0.05
C -3.07585 4.94746 0.55189  -0.54
O -3.59264 5.18354 -0.49440  0.16
O -2.04509 4.15726 0.82055  0.03
H 0.09721 3.83683 3.22842  0.07
H -0.01435 5.13466 1.95181  0.09
H 0.24939 3.51162 1.59357  0.05
H -2.25311 3.10090 2.58125  0.15
H -2.06343 6.17713 3.01020  0.14
H -3.03307 4.84764 3.72166  0.13
O 4.44591 2.04559 -2.22104  -0.24
S 4.72976 0.64336 -2.10587  0.75
O 5.32488 0.09993 -0.89886  -0.22
O 3.24212 -0.18556 -2.48164  -0.21
C 3.22770 -0.58957 -3.83061  -0.20
C 4.65743 -0.63542 -4.28738  -0.21
O 5.48305 0.19297 -3.49651  -0.17
H 2.64774 -1.48771 -4.04296  0.13
H 2.73762 0.26869 -4.29031  0.12
H 4.75956 -0.50057 -5.36417  0.14
H 4.97315 -1.67455 -4.38032  0.12
O -0.60133 -2.58149 4.66457  -0.24
S -0.32077 -1.44341 5.50544  0.70
O -0.45821 -1.58318 6.96797  -0.25
O 1.24839 -0.88560 5.32620  -0.19
C 1.12264 0.47755 4.98022  -0.19
C -0.32021 1.01812 5.24933  -0.15
O -1.05259 -0.12880 4.93985  -0.22
H 2.04158 0.89634 5.39044  0.13
H 1.38403 0.49270 3.92214  0.11
H -0.48139 1.80842 4.51615  0.12
H -0.45956 1.38735 6.26537  0.13
O 2.94546 2.40872 -6.98675  -0.26
S 2.06855 3.52883 -7.30228  0.76
O 2.09098 4.09973 -8.63743  -0.23
O 0.54361 3.11597 -6.82315  -0.20
C 0.05477 3.82198 -5.76068  -0.20
C 1.35597 4.31152 -5.09957  -0.27
O 2.32314 4.60529 -6.01297  -0.15
H -0.40580 4.74990 -6.09970  0.13
H -0.59082 3.14959 -5.19569  0.14
H 1.63319 3.54813 -4.37260  0.13
H 1.06433 5.10359 -4.40988  0.14
O -3.42257 -2.14855 0.84054  -0.34
S -4.56277 -2.31430 1.66700  0.65
O -5.57917 -3.19156 1.14776  -0.22
O -4.11763 -2.69683 3.19898  -0.19
C -4.10357 -1.76421 4.15520  -0.19
C -4.55604 -0.45616 3.30684  -0.16
O -5.09396 -0.82069 2.08764  -0.21
H -4.80139 -2.08282 4.92957  0.12
H -3.22523 -1.84732 4.79529  0.10
H -3.57749 -0.04762 3.05461  0.09
H -5.25328 0.27811 3.71033  0.14
Cl -5.18254 0.73367 -1.06196  0.51
C -4.49066 0.76561 -2.75575  -1.49
Cl -3.27717 2.06484 -2.84675  0.49
Cl -5.65298 1.13862 -4.02541  0.53
H -4.04467 -0.22745 -2.81074  -0.02
Cl -1.47402 -0.94353 -1.61503  0.60
C -0.52478 -0.22577 -0.28584  -1.38
Cl -1.19382 -0.61623 1.30265  0.64
Cl -0.35400 1.61449 -0.54932  0.49
H 0.45008 -0.70041 -0.39749  0.00

Cartesian forces, eV/Å:
C 0.33 0.37 -0.65
C -0.48 -1.81 -1.23
C 1.67 0.03 -3.08
O -1.29 -0.07 2.48
C -2.38 -1.43 3.96
O 2.27 1.35 -4.53
O 0.54 0.90 0.37
H -0.17 0.06 0.53
H 0.66 -0.17 0.45
H -0.76 -0.10 0.58
H -0.05 -0.07 0.20
H -0.42 0.59 0.37
H -0.09 0.31 0.64
C 0.65 -0.21 -0.46
C 1.44 0.56 -2.09
C -1.15 -0.85 0.16
O -0.08 -1.12 0.19
C 0.81 -1.59 -0.53
O 0.17 -0.15 0.23
O -0.03 3.28 2.94
H -0.74 -0.43 0.30
H -0.70 -0.07 0.12
H 0.22 -0.18 0.13
H -0.14 -0.01 -0.37
H -0.57 0.69 -0.44
H 0.25 0.05 -0.32
C 0.18 0.80 0.73
C 0.90 -2.47 -1.05
C 1.15 -1.47 -1.56
O -1.47 2.85 2.14
C 1.01 3.32 3.81
O 1.82 -3.75 -2.00
O -2.37 0.06 -2.42
H 0.11 -0.24 0.42
H -0.34 0.21 -0.63
H -0.09 0.61 0.12
H -0.11 0.00 0.62
H -0.22 0.38 -0.78
H -0.63 -0.12 0.54
C -2.10 -1.18 0.22
C 0.90 0.20 1.32
C 0.72 -3.61 -4.16
O -2.89 -2.71 0.97
C 2.86 4.67 1.11
O 1.15 -0.84 -1.76
O -0.60 2.34 1.67
H -0.51 0.69 -0.35
H 0.37 0.09 -0.21
H 0.34 -0.18 0.22
H 0.41 0.62 0.12
H -0.49 -0.29 0.56
H -0.29 0.30 0.31
C 0.46 -0.13 1.22
C 3.14 -0.20 -2.46
C 0.22 -1.63 0.06
O -0.35 0.62 -0.31
C -1.23 0.17 0.94
O 0.56 -0.10 0.25
O -0.80 0.04 -0.26
H 0.04 0.62 0.40
H -0.09 0.26 0.55
H -0.98 -0.57 -0.38
H -0.14 0.14 0.15
H 0.09 -0.07 -0.25
H -0.85 0.84 0.08
O 0.42 -1.00 0.25
S -1.70 -1.03 -0.47
O -0.89 0.73 -2.39
O 2.45 0.24 2.29
C -0.43 2.25 -0.70
C 0.10 -2.22 -1.78
O -0.48 0.12 1.30
H 0.18 -0.10 0.51
H -0.26 -0.25 -0.75
H -0.12 1.64 0.02
H 0.65 -0.36 1.55
O 0.07 1.73 0.54
S 1.99 -1.55 3.06
O -0.36 0.58 -3.29
O -3.26 -1.44 0.32
C 2.05 0.89 -1.09
C 2.97 0.43 0.01
O -1.24 -1.43 -0.08
H -0.73 0.88 0.73
H -0.72 0.33 -0.44
H -0.44 -0.21 0.08
H -0.24 -0.25 0.01
O -1.44 1.54 -0.86
S 1.04 -1.23 0.78
O -0.32 -0.44 2.71
O 1.71 -1.23 -3.38
C 0.97 2.08 0.62
C -2.43 -1.03 4.13
O -0.17 -0.28 -3.16
H -0.88 -0.28 -0.18
H 0.17 0.41 0.31
H 0.79 -0.48 -0.29
H 0.53 0.84 -0.58
O 0.07 -0.23 0.17
S -0.34 0.16 0.54
O 0.51 1.14 1.42
O 0.04 -3.53 -4.19
C -2.52 2.26 1.91
C 2.53 0.48 1.82
O -1.09 -2.69 -1.41
H -0.91 0.30 -0.17
H 0.87 1.02 -0.97
H -0.02 0.91 0.30
H 0.35 -0.30 0.55
Cl 0.08 0.13 -1.10
C 0.10 0.70 1.23
Cl 0.12 -0.51 0.21
Cl -0.24 -0.67 0.28
H 0.01 0.35 -0.59
Cl 0.09 0.40 0.55
C -0.15 0.61 -0.42
Cl 0.80 0.65 -0.47
Cl -0.10 -1.77 0.35
H -0.03 0.54 0.30

Question: What is the energy above the lowest of the compared OMol25 structures with the same formula, charge and spin in the second record?
Answer: 47.1 kcal/mol

Question: Among the records above, which one has the highest frontier orbital gap?
Answer: C30H48Cl6O31S4